Computed, not measured: a structure of composition C52H63MoN6O4P2Te in a non-equilibrium geometry, with ωB97M-V/def2-TZVPD.

As for the spin multiplicity: 4. Its energy is -3667.200051 Ha. The calculation puts the largest force on an atom at 0.03395 Eh/bohr. Its charge is +2.

Element x y z (Å)
Mo  -0.229  -1.260  0.619
O  5.468  -2.231  0.874
C  5.473  -2.006  -0.446
C  6.590  -2.366  -1.183
C  6.634  -2.145  -2.576
C  5.642  -1.505  -3.234
C  4.428  -1.004  -2.538
C  4.377  -1.405  -1.092
C  3.194  -1.047  -0.434
O  2.299  -0.337  -1.173
N  2.937  -1.321  0.818
N  1.718  -1.066  1.323
C  1.767  -0.788  2.627
C  0.616  -0.247  3.183
C  0.551  0.269  4.498
C  -0.542  0.979  4.893
C  -1.588  1.159  3.961
C  -1.498  0.600  2.718
N  -0.439  -0.136  2.296
H  4.635  -1.892  1.261
H  7.427  -2.796  -0.663
H  7.498  -2.489  -3.120
H  5.734  -1.296  -4.287
H  4.428  0.099  -2.594
H  2.717  -0.802  3.149
H  1.389  0.091  5.154
H  -0.608  1.405  5.880
H  -2.467  1.719  4.236
H  -2.310  0.707  2.001
C  -1.498  -2.721  3.904
P  -0.967  -3.189  2.204
C  -0.266  -4.841  2.586
C  -2.575  -3.817  1.535
C  -3.511  -2.729  1.037
P  -2.647  -1.460  0.009
C  -3.934  -0.150  0.085
C  -2.928  -1.909  -1.743
H  -1.978  -3.580  4.375
H  -2.197  -1.884  3.884
H  -0.626  -2.440  4.494
H  -1.070  -5.476  2.960
H  0.502  -4.771  3.354
H  0.165  -5.286  1.691
H  -3.065  -4.401  2.322
H  -2.312  -4.504  0.730
H  -3.923  -2.191  1.897
H  -4.354  -3.158  0.486
H  -4.824  -0.519  -0.426
H  -3.586  0.740  -0.439
H  -4.205  0.109  1.107
H  -3.944  -2.284  -1.879
H  -2.201  -2.635  -2.092
H  -2.802  -0.991  -2.322
C  -1.776  -5.342  -1.624
C  -0.475  -4.614  -1.356
O  -0.417  -3.463  -0.921
N  0.595  -5.336  -1.710
C  1.942  -4.810  -1.778
C  2.630  -4.703  -0.440
C  3.894  -5.260  -0.283
C  4.521  -5.162  0.946
C  3.867  -4.484  1.962
C  2.625  -3.937  1.695
N  2.001  -4.047  0.529
H  -2.635  -4.769  -1.290
H  -1.786  -6.317  -1.142
H  -1.866  -5.500  -2.699
H  0.460  -6.292  -2.005
H  1.879  -3.807  -2.211
H  2.525  -5.447  -2.443
H  4.368  -5.761  -1.112
H  5.488  -5.608  1.109
H  4.315  -4.373  2.935
H  2.093  -3.384  2.460
C  -6.822  5.516  1.304
C  -5.550  4.848  0.894
C  -4.429  4.878  1.715
C  -3.237  4.267  1.357
C  -2.049  4.364  2.262
C  -3.172  3.602  0.132
Te  -1.385  2.474  -0.270
N  -0.169  -0.181  -0.811
C  -0.202  0.299  -2.023
O  -1.095  1.114  -2.415
C  0.862  -0.117  -2.956
C  0.933  0.296  -4.234
C  2.013  -0.125  -5.085
C  3.002  -0.904  -4.640
C  3.088  -1.437  -3.243
C  1.888  -1.035  -2.350
C  -0.053  4.115  -0.389
C  -0.345  5.260  -1.132
C  -1.544  5.314  -2.018
C  0.531  6.334  -1.058
C  1.690  6.288  -0.294
C  2.625  7.452  -0.249
C  1.976  5.114  0.402
C  1.132  4.017  0.351
C  1.480  2.732  1.044
C  -4.272  3.574  -0.724
C  -4.208  2.933  -2.077
C  -5.448  4.200  -0.329
H  -6.868  5.642  2.382
H  -7.684  4.942  0.975
H  -6.884  6.505  0.850
H  -4.477  5.393  2.661
H  -2.357  4.606  3.276
H  -1.386  5.152  1.906
H  -1.479  3.431  2.276
H  0.182  0.963  -4.627
H  2.008  0.228  -6.105
H  3.805  -1.192  -5.300
H  3.135  -2.531  -3.311
H  1.347  -1.938  -1.998
H  -1.697  4.338  -2.489
H  -1.418  6.071  -2.787
H  -2.436  5.561  -1.442
H  0.308  7.224  -1.626
H  2.316  8.223  -0.949
H  3.639  7.144  -0.498
H  2.652  7.882  0.752
H  2.880  5.055  0.990
H  2.468  2.790  1.493
H  1.481  1.904  0.324
H  0.761  2.502  1.837
H  -3.289  2.352  -2.203
H  -4.221  3.701  -2.849
H  -5.073  2.294  -2.244
H  -6.295  4.186  -0.998


Computed, not measured: a structure of composition Br2NO2S in a non-equilibrium geometry, with ωB97M-V/def2-TZVPD.

As for the spin multiplicity: 1. The calculation puts the relative energy (zero: lowest compared OMol25 entry of this formula, charge and spin) at 18.64 kcal per mole. Its energy is -5751.442403 Ha. The calculation puts the largest force on an atom at 0.07323 Eh/bohr. Its charge is -1.

Element x y z (Å)
N  0.561  -0.017  -1.460
O  0.735  0.657  1.131
O  -1.643  0.411  0.671
S  -0.301  -0.184  0.709
Br  -0.821  -0.633  -2.426
Br  1.732  -1.425  -1.207


Computed, not measured: a structure of composition C16H12Br4FFeN2O2S, with ωB97M-V/def2-TZVPD.

As for the spin multiplicity: 5. Its energy is -12934.842967 Ha. The calculation puts the largest force on an atom at 0.01493 Eh/bohr. Its charge is -1.

Element x y z (Å)
Fe  0.332  -0.177  0.984
Br  -6.508  -0.170  -0.284
C  -4.754  0.369  0.175
C  -4.480  1.674  0.536
Br  -5.865  2.959  0.613
C  -3.166  2.053  0.856
Br  -2.714  3.826  1.329
C  -2.121  1.140  0.823
O  -0.875  1.416  1.076
C  -2.410  -0.227  0.477
O  -1.398  -1.054  0.479
C  -3.711  -0.572  0.143
Br  -4.003  -2.385  -0.350
S  1.344  -2.842  0.622
C  0.753  -2.224  -0.826
N  1.252  -1.032  -1.268
C  0.817  -0.350  -2.487
C  0.104  -1.331  -3.402
C  -0.936  -2.080  -2.588
N  -0.266  -2.769  -1.497
H  2.165  -0.820  -0.893
H  1.692  0.092  -2.963
H  0.138  0.462  -2.213
H  0.819  -2.044  -3.820
H  -0.368  -0.796  -4.225
H  -1.460  -2.823  -3.189
H  -1.683  -1.390  -2.181
H  -0.819  -3.403  -0.942
F  5.610  2.474  2.735
C  4.428  1.840  2.485
C  4.379  0.466  2.576
C  3.173  -0.167  2.295
C  2.000  0.521  1.948
C  2.132  1.921  1.883
C  3.324  2.591  2.147
H  5.269  -0.086  2.854
H  3.150  -1.250  2.359
H  1.259  2.520  1.642
H  3.401  3.669  2.092


Computed, not measured: a cluster of 8 separate species, C32H58F12N10O2P2 in total in a non-equilibrium geometry, with ωB97M-V/def2-TZVPD.

As for the spin multiplicity: 1. The calculation puts the relative energy (zero: lowest compared OMol25 entry of this formula, charge and spin) at 0.00 kcal per mole. Its energy is -3833.036688 Ha. The calculation puts the largest force on an atom at 0.16145 Eh/bohr. Its charge is +2.

Element x y z (Å)
C  2.706  -23.134  -2.722
C  3.555  -22.264  -3.683
N  4.484  -21.368  -3.010
C  5.451  -21.847  -2.067
C  6.222  -20.745  -1.864
N  5.689  -19.636  -2.500
C  4.608  -20.044  -3.224
C  6.020  -18.196  -2.483
H  1.964  -22.507  -2.229
H  3.310  -23.682  -1.999
H  2.212  -24.009  -3.144
H  2.829  -21.600  -4.152
H  4.176  -22.931  -4.281
H  5.459  -22.898  -1.821
H  7.084  -20.699  -1.215
H  4.013  -19.443  -3.895
H  6.678  -17.970  -3.322
H  6.412  -17.839  -1.531
H  5.125  -17.596  -2.647
C  3.253  -9.387  1.975
C  3.089  -9.958  3.424
N  3.979  -11.144  3.550
C  3.832  -12.392  3.006
C  5.035  -13.069  3.204
N  5.941  -12.186  3.813
C  5.266  -10.963  4.038
C  7.208  -12.522  4.446
H  2.730  -10.024  1.262
H  4.273  -9.090  1.729
H  2.750  -8.428  1.852
H  2.060  -10.282  3.580
H  3.351  -9.257  4.216
H  2.904  -12.782  2.613
H  5.324  -14.098  3.050
H  5.625  -10.031  4.450
H  7.874  -11.661  4.504
H  7.725  -13.296  3.879
H  7.008  -12.881  5.455
C  4.007  -12.346  -1.076
C  3.345  -13.705  -1.302
N  2.182  -14.026  -0.564
C  0.866  -13.650  -0.792
C  0.082  -14.466  -0.092
N  0.827  -15.273  0.753
C  2.141  -14.980  0.397
C  0.306  -16.122  1.792
H  3.490  -11.630  -1.715
H  5.080  -12.156  -1.037
H  3.792  -12.064  -0.046
H  4.199  -14.365  -1.151
H  3.060  -13.686  -2.354
H  0.574  -12.842  -1.447
H  -0.997  -14.489  -0.067
H  2.929  -15.489  0.932
H  -0.671  -15.812  2.162
H  0.966  -16.210  2.655
H  0.116  -17.091  1.329
C  2.240  -19.465  1.191
C  3.574  -19.608  0.431
N  4.623  -19.690  1.379
C  5.032  -20.816  2.045
C  6.275  -20.612  2.670
N  6.535  -19.223  2.440
C  5.474  -18.688  1.738
C  7.616  -18.436  2.983
H  2.185  -20.259  1.935
H  1.421  -19.751  0.530
H  2.031  -18.442  1.504
H  3.754  -18.790  -0.265
H  3.572  -20.573  -0.076
H  4.486  -21.741  1.935
H  7.001  -21.188  3.225
H  5.332  -17.633  1.560
H  8.314  -18.010  2.262
H  8.233  -19.065  3.625
H  7.276  -17.651  3.658
C  10.119  -12.366  -2.549
C  10.415  -13.476  -3.611
N  10.940  -14.682  -3.008
C  10.244  -15.688  -2.350
C  11.014  -16.741  -1.809
N  12.292  -16.396  -2.103
C  12.298  -15.201  -2.865
C  13.498  -16.989  -1.638
H  11.144  -12.126  -2.266
H  9.498  -12.575  -1.678
H  9.594  -11.470  -2.879
H  11.002  -13.021  -4.409
H  9.495  -13.847  -4.064
H  9.184  -15.489  -2.307
H  10.821  -17.670  -1.293
H  13.214  -14.723  -3.180
H  13.284  -17.698  -0.839
H  14.247  -16.253  -1.346
H  14.036  -17.576  -2.383
C  7.709  -10.810  1.297
C  7.857  -9.636  2.185
O  7.234  -8.609  1.901
O  8.795  -9.659  3.014
H  6.741  -11.069  0.867
H  8.200  -11.713  1.661
H  8.236  -10.507  0.393
P  6.944  -15.193  0.334
F  7.726  -14.966  1.756
F  6.564  -13.594  0.205
F  8.353  -14.774  -0.385
F  6.288  -15.360  -1.190
F  7.361  -16.771  0.250
F  5.502  -15.558  0.996
P  3.483  -16.631  4.544
F  4.614  -15.470  4.921
F  4.719  -17.666  4.090
F  3.375  -17.220  5.957
F  2.397  -17.777  4.018
F  2.355  -15.493  4.905
F  3.515  -15.977  3.169


Computed, not measured: a structure of composition CH3BrO2S in a non-equilibrium geometry, with ωB97M-V/def2-TZVPD.

As for the spin multiplicity: 1. The calculation puts the relative energy (zero: lowest compared OMol25 entry of this formula, charge and spin) at 36.16 kcal per mole. Its energy is -3162.503392 Ha. The calculation puts the largest force on an atom at 0.07854 Eh/bohr.

Element x y z (Å)
C  -0.921  0.524  -0.016
O  0.441  -1.439  -1.271
O  0.485  -1.514  1.229
S  0.418  -0.790  -0.032
Br  2.620  1.098  0.073
H  -1.700  -0.033  -0.519
H  -0.979  0.769  1.126
H  -0.364  1.384  -0.591


Computed, not measured: an isolated molecule of C2H6N4O2 in a non-equilibrium geometry, with ωB97M-V/def2-TZVPD.

As for the spin multiplicity: 1. The calculation puts the relative energy (zero: lowest compared OMol25 entry of this formula, charge and spin) at 120.62 kcal per mole. Its energy is -449.128965 Ha. The calculation puts the largest force on an atom at 0.10501 Eh/bohr. The structure (SMILES) is [H]/N=C(\NO)O/C=N/N.

Element x y z (Å)
H  1.758  1.811  -0.350
N  0.908  1.350  -0.261
C  1.128  0.038  -0.094
N  2.210  -0.725  0.113
O  3.436  -0.323  -0.213
O  0.007  -0.878  -0.333
C  -1.152  -0.144  -0.371
N  -2.266  -0.841  -0.296
N  -3.510  0.064  -0.076
H  2.159  -1.775  -0.082
H  3.889  0.034  0.576
H  -1.235  0.999  -0.099
H  -4.018  -0.448  0.819
H  -3.311  0.838  0.666